C43H38F6MnN4S3 | the ωB97M-V functional and the def2-TZVPD basis

Each line ends with the Löwdin spin population.
Atoms and positions in Å:
Mn -0.9763 0.2013 -0.5079  4.680
C 1.0949 -3.1651 2.8222  0.000
C 0.3007 -2.2689 1.8693  0.001
C -0.0641 -3.0600 0.6139  0.007
C -0.9430 -1.6881 2.5048  0.007
C -1.7356 -2.4950 3.3207  -0.001
C -2.8511 -1.9824 3.9522  0.006
C -3.1618 -0.6384 3.8006  -0.001
C -2.3957 0.1969 2.9984  0.006
C -2.6727 1.6895 2.9572  0.001
C -3.4994 2.1853 4.1450  0.000
C -3.3242 2.1507 1.6537  0.003
C -1.3004 -0.3520 2.3057  0.010
N -0.5000 0.4911 1.4581  0.057
C 0.3001 1.3598 2.1755  0.009
C 0.8254 1.0650 3.4461  0.007
C 1.6256 1.9558 4.1434  0.000
C 1.9265 3.2047 3.6192  0.007
C 1.3836 3.5490 2.3870  -0.001
C 0.5987 2.6452 1.7110  0.006
F -0.0014 3.0813 0.5602  0.005
H 2.0446 -3.4476 2.3642  0.000
H 0.5630 -4.0874 3.0514  0.000
H 1.3099 -2.6602 3.7647  0.000
H 0.9444 -1.4253 1.5958  0.000
H -0.6668 -3.9320 0.8865  0.000
H 0.8227 -3.4160 0.0904  0.000
H -0.6722 -2.4841 -0.1040  0.004
H -1.4672 -3.5315 3.4744  0.000
H -3.4657 -2.6153 4.5793  0.000
H -4.0162 -0.2423 4.3280  0.000
H -1.7031 2.1900 3.0312  0.000
H -4.5355 1.8481 4.0848  0.000
H -3.5149 3.2757 4.1457  0.000
H -3.0887 1.8527 5.0990  0.000
H -4.2746 1.6415 1.4789  0.000
H -2.6803 1.9621 0.7882  0.003
H -3.5046 3.2264 1.6986  0.000
H 0.5887 0.1065 3.8887  0.000
H 2.0068 1.6696 5.1148  0.000
H 2.5444 3.9062 4.1620  0.001
H 1.5312 4.5271 1.9495  0.000
F -5.1233 -5.1703 2.0038  0.001
C -4.7304 -4.0697 1.3517  0.003
C -5.3072 -2.8454 1.6401  0.000
F -6.2527 -2.7669 2.5828  0.000
C -4.8869 -1.7061 0.9750  0.004
F -5.4879 -0.5545 1.2929  0.001
C -3.8845 -1.7440 0.0118  0.010
S -3.3652 -0.2869 -0.8187  0.049
C -3.3563 -2.9970 -0.2840  0.004
F -2.4354 -3.1299 -1.2583  0.001
C -3.7526 -4.1469 0.3743  0.000
F -3.2051 -5.3285 0.0663  0.000
N -2.3312 -0.9938 -3.8056  0.001
C -1.0797 -1.4595 -3.5899  0.004
N -0.4172 -1.2841 -2.4917  0.027
C 0.8476 -1.8571 -2.5943  0.002
C 1.8311 -1.8134 -1.6119  0.003
C 3.0700 -2.3700 -1.8705  0.000
C 3.3449 -2.9728 -3.0989  0.000
C 2.3786 -3.0213 -4.0887  0.000
C 1.1401 -2.4580 -3.8224  0.001
S -0.2424 -2.3217 -4.8681  0.002
H -2.9006 -0.9179 -2.9462  0.002
H -2.8172 -1.3659 -4.6071  0.000
H 1.6320 -1.3434 -0.6564  0.002
H 3.8348 -2.3392 -1.1068  0.000
H 4.3176 -3.4087 -3.2786  0.000
H 2.5883 -3.4789 -5.0454  0.000
N 0.4111 1.3767 -1.7187  0.045
S 1.9906 1.2934 -1.7437  0.011
C 2.4838 1.1972 -3.4598  0.003
C 3.8145 1.3814 -3.8156  0.000
C 4.1854 1.2064 -5.1370  0.000
C 3.2369 0.8479 -6.0884  0.000
C 1.9160 0.6616 -5.7186  0.000
C 1.5306 0.8310 -4.3940  0.000
C 2.7797 2.8219 -1.3011  0.002
C 3.6846 2.7872 -0.2561  0.000
C 4.3297 3.9608 0.1172  0.000
C 4.0454 5.1436 -0.5417  0.000
C 3.1201 5.1697 -1.5826  0.000
C 2.4889 4.0044 -1.9723  0.000
H 0.0556 2.2192 -2.1665  0.005
H 4.5489 1.6660 -3.0739  0.000
H 5.2166 1.3534 -5.4269  0.000
H 3.5343 0.7120 -7.1192  0.000
H 1.1770 0.3748 -6.4546  0.000
H 0.5062 0.6784 -4.0834  0.000
H 3.8771 1.8611 0.2681  0.000
H 5.0361 3.9474 0.9348  0.000
H 4.5422 6.0575 -0.2449  0.000
H 2.9006 6.0981 -2.0907  0.000
H 1.7836 4.0108 -2.7938  0.000

Its HOMO energy (alpha / beta) is -6.97 / -7.12 eV. The calculation puts the energy above the lowest of the compared OMol25 structures with the same formula, charge and spin at 0.234 eV. The value obtained for the molar mass is 875.932 Da. As for the LUMO energy (alpha / beta): 0.14 / 0.12 eV. The calculation puts the energy at -4825.20408 Eh. As for the spin multiplicity: 6.